ORCA calculation (ωB97M-V/def2-TZVPD) on the ion C6H8NOS with charge +1.

Positions of all 17 atoms, in Å:
C  1.574  1.195  0.254
C  2.889  0.979  0.626
C  1.872  -0.848  -0.537
C  -1.324  -0.737  0.324
C  -2.837  -0.636  0.365
C  -0.621  0.259  -0.602
N  1.021  0.190  -0.460
O  -0.679  -1.512  0.999
S  3.401  -0.524  -0.017
H  0.873  2.081  0.399
H  3.553  1.565  1.075
H  1.669  -1.605  -1.291
H  -3.019  0.119  1.079
H  -3.290  -0.147  -0.535
H  -3.298  -1.543  0.466
H  -0.949  1.259  -0.504
H  -0.834  -0.094  -1.641

The calculation puts the HOMO-LUMO gap (alpha / beta) at 7.11 / 6.04 eV. The spin multiplicity is 3. As for the expectation value of S²: 2.01. The relative energy (zero: lowest compared OMol25 entry of this formula, charge and spin) comes out at 0.000 eV. Its total charge is +1. The electronic energy comes out at -20712.659 eV.